Entry 1:
Here is 2 unconnected molecules or ions with the total composition C4H9N2 in a non-equilibrium geometry from OMol25. Energies are from the ωB97M-V functional and the def2-TZVPD basis.

Positions of all 15 atoms, in Å:
C -0.93235 -0.26055 -0.05648
H -3.33694 -0.37900 -0.01150
N -1.53359 -0.30182 -1.37966
C 0.06912 -1.10220 0.73062
H 0.62000 2.44570 0.41802
C -2.29596 -0.22422 -0.40353
N 0.79720 -1.91427 -0.14269
H 0.47899 -2.11460 -1.09641
H 0.59440 -0.40017 1.25131
H -0.32968 1.06320 0.01677
H 1.75066 -2.04714 -0.04504
H -1.19160 2.56285 0.58092
H -0.56612 -1.73535 1.28653
C -0.37690 2.26194 -0.00445
H -0.73704 2.68433 -0.89441

Results
multiplicity = 1
total charge = +1
HOMO energy = -13.821 eV
ΔE to the lowest compared entry with this formula, charge and spin = 149.4 kcal/mol
electronic energy = -7261.6651 eV
Kohn-Sham gap = 7.8710 eV

---

Entry 2:
Here is 8 unconnected molecules or ions with the total composition C8H32N16O8 in a non-equilibrium geometry from OMol25. Energies are from the ωB97M-V functional and the def2-TZVPD basis.

Positions of all 64 atoms, in Å:
H -0.20001 -4.29617 -0.08834
N 1.22126 1.51208 3.24329
N 5.55197 -4.09288 1.79541
C -5.93832 1.64387 -1.28659
H -3.17552 -5.89697 0.02931
C 1.24947 6.64310 0.20430
O -0.13865 -0.72726 -0.71557
H 0.08045 7.89918 0.97451
N -5.06527 -3.83414 5.16267
H 4.79302 -2.40324 0.61160
N 4.44209 -2.28407 1.55114
H -1.56750 0.79186 4.07630
O -1.10825 -7.24225 -0.82455
H -5.90804 1.12167 -3.20200
H 1.81420 -0.09890 -2.96605
C 4.92114 -3.11005 2.41254
N -2.22899 -5.54789 0.07759
H -0.12451 1.28669 -3.07049
H 3.87254 1.72976 -6.59733
C 5.08628 3.01313 -5.78384
C 0.47439 0.76419 3.93229
O -6.09109 1.33620 -0.07469
H 5.06415 1.00064 -5.53883
H 1.90522 -1.13061 -1.56702
H 5.61784 -4.14844 0.78908
H -6.05829 -3.70443 5.29377
H -5.22112 3.52278 -0.88708
O -4.89997 -1.84412 4.16515
N -5.55529 2.87060 -1.58214
H 0.52641 4.84749 -0.46212
H 0.62232 -5.66114 -0.79504
N 4.38466 3.80279 -6.53834
N -0.21118 -5.26024 -0.38925
H 2.31564 5.09069 -0.43802
H 4.58333 4.78861 -6.44463
N 1.36280 5.37945 -0.26828
H -4.61176 -4.68566 5.46157
O 0.83720 0.11843 4.88321
H 4.10260 -1.36783 1.80682
H -2.22194 -4.59846 0.42202
O 4.79122 -3.06989 3.62758
H 4.04878 3.42333 -7.41200
N -6.14988 0.82531 -2.26723
H -6.59984 -0.05461 -2.05899
C -4.46171 -2.90806 4.41632
H -2.95509 -4.18365 4.70374
C -1.19055 -6.11785 -0.41616
H -0.67507 6.34373 0.58655
H 2.21355 1.45664 3.42323
H 5.81762 -4.92481 2.30277
N 1.35146 -0.58241 -2.20961
H -5.58663 3.19031 -2.53969
O 6.01136 3.33849 -5.01690
H 0.98589 1.76417 2.29400
C 0.19064 -0.27637 -1.81547
N 0.08545 7.00364 0.50750
H -1.29708 1.01463 -1.87339
H -0.89937 1.57824 2.72384
N 4.69654 1.80973 -6.01877
H -2.61243 -2.64979 3.88418
O 2.19267 7.44272 0.25531
N -3.23792 -3.27051 4.37773
N -0.75617 0.93978 3.49323
N -0.46674 0.67878 -2.34012

Results
multiplicity = 1
SMILES = NC(N)=O.NC(N)=O.NC(N)=O.NC(N)=O.NC(N)=O.NC(N)=O.NC(N)=O.NC(N)=O
HOMO energy = -9.648 eV
ΔE to the lowest compared entry with this formula, charge and spin = 172.4 kcal/mol
electronic energy = -49039.1024 eV
Kohn-Sham gap = 8.9430 eV

---

Entry 3:
Here is a molecular structure, C28H43HfNO2P2 in a non-equilibrium geometry from OMol25. Energies are from the ωB97M-V functional and the def2-TZVPD basis.

Positions of all 77 atoms, in Å:
C 2.86047 1.65230 -1.31277
H -1.45125 2.50411 2.08918
H -3.68545 3.90138 -0.48668
C 0.12111 0.03500 2.36414
C -1.39007 -3.78975 -0.66273
H -3.83383 0.01593 -2.05185
H 1.17851 -0.95775 3.88493
C -3.16169 3.58052 0.41463
H -0.44724 -4.30173 -0.44854
H -1.58793 2.57719 -4.77742
H -1.69525 -3.20642 1.42606
C -1.86640 4.51048 -2.84554
H -3.12395 -4.11717 -1.92613
H -1.35841 -2.20991 -4.03655
P -0.84453 -2.07110 -1.08987
H -2.31336 4.74983 -3.81080
H 4.36360 5.36001 -1.53532
H 0.67800 -4.14825 -2.59768
C 2.31081 -0.71621 -3.19230
H 2.79765 6.11638 -1.84759
H 0.70023 4.83480 -1.01896
H -0.84766 4.89910 -2.85346
C -3.28240 -0.74477 -1.49822
H 3.47988 0.76610 -1.32572
C -1.64203 3.65595 0.25356
C 2.22868 -3.10269 -3.62516
H -3.17733 -3.22791 0.45534
H -1.11725 1.22512 -3.74863
H 3.33307 5.85503 -0.19217
C 0.68646 2.69310 -1.21241
C 0.49308 -0.11261 3.78536
O -1.08127 -0.11620 1.94018
H 2.73667 0.25105 -3.41859
C 1.47134 1.52344 -1.36575
C -0.93009 3.31208 1.57077
H 3.14259 -4.10296 -5.29634
H -2.26157 -5.56905 -1.44794
O 0.98686 0.33103 1.46465
H -1.43140 -0.25665 -2.47188
H -3.05312 -0.33317 -0.49906
C -2.01371 -1.16290 -2.25577
C 3.44412 2.90238 -1.24584
H 1.04982 0.76827 4.10778
C -2.22234 -3.72816 0.62601
C 2.78184 -4.32731 -4.29375
H -0.38624 -0.26961 4.40144
H -2.69670 -1.09560 -4.29161
H -0.95875 4.17687 2.23398
C -1.12258 2.31325 -3.82808
H -0.08839 2.65903 -3.85482
H -2.90987 2.63634 -2.64794
H -3.95392 -1.59083 -1.35083
H -2.43906 -4.73911 0.97021
Hf -0.45573 0.22306 0.03005
N 0.78215 0.28996 -1.51617
C 1.29101 -0.80711 -2.24372
H -2.99604 -2.64707 -3.52146
H 3.62739 -4.71161 -3.71935
C 0.66929 -2.06441 -2.08296
H 4.52435 2.97813 -1.22517
H 0.12451 3.06141 1.42550
H 2.03672 -5.11818 -4.35995
C 3.33210 5.42594 -1.19596
H -1.59341 -4.54210 -2.71456
C -2.13062 -4.53462 -1.76742
H -1.34872 4.65987 -0.05572
H 3.56429 -1.72963 -4.58373
H -3.47842 2.56058 0.64991
H -2.44311 5.02384 -2.07712
C -1.87640 2.99306 -2.68065
C 2.68275 4.07234 -1.20064
C 1.30245 3.94108 -1.13445
H -3.48525 4.22823 1.22938
P -1.12151 2.46753 -1.06413
C -2.28333 -1.83116 -3.59922
C 1.15368 -3.18609 -2.74972
C 2.76731 -1.83849 -3.85828

Results
multiplicity = 1
total charge = +2
HOMO energy = -13.326 eV
ΔE to the lowest compared entry with this formula, charge and spin = 0.0 kcal/mol
electronic energy = -55193.0280 eV
Kohn-Sham gap = 7.1431 eV

---

Entry 4:
Here is C15H20BrClN2OS in the gas phase in a non-equilibrium geometry from OMol25. Energies are from the ωB97M-V functional and the def2-TZVPD basis.

Positions of all 41 atoms, in Å:
H 0.31461 1.20392 4.68529
C 0.26952 0.10297 -0.52327
H 1.66306 -1.80168 -2.50345
C -1.16038 -1.55682 1.33258
C 2.52963 -1.03158 -2.68161
N -3.68751 -2.26499 1.08845
C -2.48152 -0.62636 -0.95933
C -0.89898 1.77636 2.82683
C -1.56528 0.19965 -4.19920
H -2.72808 0.43336 -4.33386
H 3.77462 0.62984 -1.74004
H -0.54832 -0.27907 3.90035
H -1.71247 2.03774 -2.70558
Cl 2.28669 0.02731 -4.20524
H 2.28047 0.23301 3.79360
C 0.24731 -0.77187 0.89045
H -0.69619 2.86823 3.23358
H -0.78808 1.70404 1.65729
C 1.67518 0.87836 -0.87109
H -2.52899 0.61020 2.66330
C -2.54115 -1.51163 0.44993
C 0.03432 0.70346 3.64334
N -1.44332 -2.39486 2.56924
C 2.89165 -0.09172 -1.38760
H -1.04718 0.59478 -5.17517
C -1.08405 1.03807 -2.87462
H 0.02266 1.41873 -3.10868
Br -4.23665 -0.56770 -1.99114
H 1.35072 -1.86357 2.61821
H 2.55607 -1.01238 1.44538
H -1.50181 -0.97603 -4.08309
C -1.10762 0.17708 -1.46968
H 3.50793 -1.67826 -2.90415
S -3.12494 -2.97945 2.62041
H 1.57176 1.77754 -1.61732
H 1.83761 1.41645 2.37249
C 1.50516 0.42071 2.90580
O -2.34231 1.49180 3.11128
H 3.35763 -0.78712 -0.56936
C 1.50056 -0.90538 1.93853
H 2.04766 1.35685 0.15714

Results
multiplicity = 1
SMILES = CCc1c(CCCCl)c(CCCCO)c2nsnc2c1Br
HOMO energy = -8.263 eV
electronic energy = -114293.9951 eV
Kohn-Sham gap = 6.4747 eV

---

Entry 5:
Here is 3 unconnected molecules or ions with the total composition C27H56N2O5PS2 in a non-equilibrium geometry from OMol25. Energies are from the ωB97M-V functional and the def2-TZVPD basis.

Positions of all 93 atoms, in Å:
H -0.23472 2.45605 6.71742
H -0.43344 2.72635 -0.85516
H -1.33623 8.81877 7.46778
H -3.39042 -3.83836 -6.00170
H 2.68166 -2.92484 0.41792
C -2.60960 -2.32302 -4.38107
H -2.74838 -5.20688 -5.06212
H 2.20543 2.25445 6.20184
H 1.95526 1.81646 3.87451
O 1.33041 -9.57551 -1.52160
H 3.27505 -1.31601 -0.09593
S -0.93745 -0.38123 3.55660
C -0.59544 1.03007 -2.58372
C -1.41500 2.31052 -0.60146
H -0.61191 -4.95066 -6.54005
C 0.94512 -8.88246 -2.41898
H 1.72841 3.52891 3.62114
C 1.20515 -0.63379 -5.13324
N 0.64536 -1.07291 -4.03813
O 0.72216 7.23333 8.10735
H 1.39139 -0.51895 -7.23026
P -0.81754 -0.36351 -3.74065
C -1.36647 7.85994 6.95622
H -1.27395 3.12809 1.37659
H -2.10107 -5.47451 -7.33478
C 0.81929 1.24504 0.95696
C 0.67602 -5.98149 -3.81222
H -0.48725 8.73343 10.88167
H -3.65864 -2.56643 -4.20304
C -0.48269 -8.95216 -2.90952
H 2.46193 -6.91924 -4.53124
H -1.34437 0.18526 -4.92769
C -2.47958 -4.31110 -5.62500
H 1.84201 0.10777 2.53124
H 0.90297 1.21761 -0.12872
H 2.26582 1.05210 -4.32365
O 0.20819 6.25191 6.21317
H -0.61545 -8.63281 -3.94122
H 3.28295 -0.38782 -4.71339
H -2.17800 7.25777 7.36308
H 0.51164 -5.38707 -4.71111
C -1.54911 0.97181 -1.36440
O 1.78549 -7.96732 -2.95081
H 2.00422 -2.14883 -0.98367
C 1.63582 3.03469 5.69415
H -1.43024 7.79474 9.71701
H -1.28484 0.15081 -0.69951
H -0.80270 1.96955 -3.10064
H 1.19202 -5.36594 -3.07445
H -2.78609 -1.15449 -2.54798
H 1.02434 -7.84710 -4.88523
H -0.29552 -6.23951 -3.38884
H -1.59393 -3.82648 -7.55747
C 1.37248 2.67626 4.19897
H 0.46607 -1.02002 0.18580
C -0.43373 7.94171 10.13420
C 0.39414 3.32693 6.54110
C 1.49477 -7.21718 -4.12824
H -1.56811 8.06726 5.90788
H 0.75605 3.63667 7.52695
H -2.53611 -1.61358 -5.22174
H 2.66476 0.62088 -6.00679
C -1.61197 -4.63748 -6.82949
H -1.11075 -8.34541 -2.25823
C -1.44737 2.14559 0.91994
H 0.94173 -1.92466 1.62223
C -0.08104 7.07361 7.04361
H -0.15230 7.01119 10.62734
H -0.27575 -0.53063 -6.72702
N -0.56726 1.07997 1.40838
C 0.70444 -0.96510 -6.51443
H 1.24957 2.19430 1.31982
S -0.42057 2.51277 3.85721
H -1.49250 -2.38892 -2.56331
H -2.13790 3.06996 -0.89847
O -1.80760 -3.43069 -4.70350
H 2.73804 0.34459 1.04622
H -0.17592 4.18483 6.17236
H -0.81012 -9.98743 -2.85524
C 2.39811 -1.95329 0.01790
H 2.23946 3.94184 5.73259
C 1.29934 -1.24238 0.85530
C 1.74645 0.11870 1.44701
C 0.57611 8.29179 9.06133
C 2.43414 0.23069 -5.01565
H 0.43713 1.00742 -2.23466
C -1.99493 -1.61119 -3.13993
H -2.57977 0.90000 -1.71535
C -0.62570 1.03689 2.84231
H 0.64455 -2.04236 -6.66398
H 1.55927 8.41325 9.51282
H 0.34518 9.23369 8.56190
H -2.47047 1.86454 1.19678

Results
multiplicity = 1
total charge = +1
HOMO energy = -9.813 eV
electronic energy = -73075.2679 eV
Kohn-Sham gap = 6.0740 eV

---

Entry 6:
Here is a molecular structure, C23H44NOP3Rh in a non-equilibrium geometry from OMol25. Energies are from the ωB97M-V functional and the def2-TZVPD basis.

Positions of all 73 atoms, in Å:
H 3.72464 -1.26628 2.12717
H -3.80045 0.84987 5.82357
H 1.20418 -4.75699 -0.62070
H 2.20977 -2.16002 1.83961
H 0.71761 0.74900 -1.51835
C -1.76874 1.58732 6.00254
H -1.43054 -2.23485 3.16464
H -2.03691 2.40415 6.67468
Rh 0.41011 -0.48052 -0.68778
H 2.56297 -2.13711 -2.72468
H -2.19065 -2.35868 0.52176
C 1.21705 0.64258 -4.88952
C 0.49903 1.03739 -6.01448
C -1.07455 -0.52008 4.27757
H 0.18397 -1.64689 3.05882
H -0.96600 3.58737 2.54554
C 0.16651 4.26500 0.86826
C -0.26734 1.98328 -3.48156
H -1.70393 -3.47535 -1.15398
H -3.68883 -1.39878 0.37127
H 1.15126 4.38699 0.40181
C 1.61682 -2.66379 -2.89248
H -1.81141 3.06548 -4.51588
H -1.97583 0.02143 -2.89580
H 2.35744 -3.51285 -0.06012
H 2.33168 1.69334 2.00631
H -2.50259 -1.02324 1.65795
P -1.77416 -0.16430 -0.47709
C 1.29556 -3.73621 -0.22245
C -0.97421 2.37281 -4.62267
H 0.34250 2.08240 5.98291
H -1.42370 -2.83463 -2.79690
H -0.68979 4.67369 0.31658
H -3.02680 -1.27366 -2.25515
H -1.42055 2.18608 0.07357
C -0.07959 0.36395 4.76119
C -0.43241 1.40675 5.61622
H 2.19711 -0.65290 2.81321
P 2.36167 -0.16494 0.44617
H 1.09441 -2.19261 -3.73440
H 2.16665 2.25776 0.33081
N -0.75944 -1.51960 3.40839
C -0.97292 -3.38953 -1.96493
H 3.77292 -1.63546 -0.89781
H 3.57992 -0.02085 -1.63909
H 3.77035 1.74579 0.93755
H -3.18159 -1.03161 4.30825
O 1.32708 0.40456 -2.54080
H -3.13798 1.82523 -0.28040
H -2.41169 1.35535 1.28971
C -0.60732 1.88548 -5.88122
C 2.64533 -1.15880 1.94677
P 0.55571 -2.56655 -1.40986
H 0.96053 0.21020 4.45857
C -2.42197 -0.33968 4.68100
H 0.76677 -3.68788 0.73788
H -1.17725 2.18424 -6.76218
H 0.80956 0.68469 -6.99921
C -2.22749 1.45716 0.21257
C 0.76428 1.03468 -3.61797
H -3.49183 0.44641 -2.06584
C 2.69015 1.54513 0.97980
C 0.01912 3.69641 2.07650
C -2.75895 0.71443 5.52849
H 1.81807 -3.71480 -3.13661
C -2.61904 -1.35437 0.61911
H 0.87605 3.34341 2.66097
C -2.65090 -0.25868 -2.07799
H -0.50396 2.37440 -2.49084
C 3.73440 -0.55863 -0.69397
H 2.09888 0.00564 -4.94752
H 4.68096 -0.23883 -0.24067
H -0.71967 -4.39986 -2.31684

Results
multiplicity = 5
total charge = +3
HOMO energy (alpha / beta) = -15.760 / -16.511 eV
ΔE to the lowest compared entry with this formula, charge and spin = 9.8 kcal/mol
electronic energy = -58948.0321 eV
Kohn-Sham gap (alpha / beta) = 8.1003 / 5.1086 eV